1.
Computed, not measured: a 10-piece molecular cluster, C6H25NO9 overall in a non-equilibrium geometry, with ωB97M-V/def2-TZVPD.

XYZ file:
```
41
Properties=species:S:1:pos:R:3:forces:R:3
C -2.16799 0.64260 -1.61501 0.0 -0.3 -0.3
C -2.67006 -0.58068 -1.24106 0.8 0.4 0.1
N -2.37110 -0.73932 0.08002 -1.2 -0.1 0.4
C -1.85542 0.40980 0.59414 0.7 -0.3 -0.1
C -1.61315 1.26527 -0.46141 1.0 -0.5 -0.1
C -0.65247 2.37152 -0.59317 -1.8 0.8 -0.2
C -0.40859 3.30071 0.32357 0.6 -0.8 0.4
H -2.14783 1.03444 -2.62632 0.0 0.0 0.2
H -3.10693 -1.34734 -1.83432 -0.2 -0.4 -0.2
H -2.54488 -1.55625 0.65268 -0.2 0.1 -0.1
H -1.75109 0.49532 1.66471 0.4 0.1 -0.1
H -0.32635 2.43791 -1.63114 0.3 0.6 0.2
H 0.28669 4.11212 0.20414 0.1 0.1 -0.3
H -0.67935 3.07298 1.34844 -0.5 0.4 0.0
H 2.95282 -2.68790 -0.06549 0.2 0.0 -0.7
H 4.06157 -1.71311 0.43398 -0.9 -0.8 -0.7
O 3.45010 -2.41131 0.70352 -0.3 -1.9 1.1
H 0.41100 -2.80066 -2.40120 0.2 0.1 0.1
H 0.94306 -1.38856 -2.00808 0.1 -0.8 0.0
O 0.99875 -2.35807 -1.77660 -0.2 0.5 0.1
H 0.94585 0.18168 2.06508 0.8 0.7 0.1
H 1.81460 -0.81583 2.52915 0.7 0.7 0.4
O 1.88497 0.13779 2.33203 0.1 1.0 0.6
H -3.52652 3.02794 -0.24425 -0.3 0.0 0.4
H -4.06934 1.67120 -0.47647 -0.3 0.2 0.4
O -4.23010 2.44665 0.09288 0.3 0.0 -0.8
H -0.04502 -1.55578 1.12330 0.3 -0.2 -0.2
H 1.48881 -2.03447 1.05569 -0.6 0.3 0.0
O 0.77492 -1.67361 1.62143 -0.9 -2.4 -1.1
H 0.55735 0.82623 -2.15335 0.9 0.8 0.0
H 2.09774 0.37699 -2.71702 -0.6 1.0 0.6
O 1.16207 0.19922 -2.55097 -0.3 -1.7 -0.7
H 2.54564 2.07280 0.34208 0.3 0.3 0.0
H 1.73630 1.03356 -0.28747 -0.2 -0.4 -0.2
O 2.06840 1.91066 -0.47531 0.3 0.2 0.0
H -2.07267 -3.09841 2.80627 0.6 -0.4 -0.4
H -0.96235 -3.38751 1.64822 -0.4 0.0 0.8
O -1.62710 -2.77972 2.00879 -0.6 0.2 -0.3
H 4.53668 -0.35473 0.75400 0.1 0.9 0.4
H 2.99342 -0.21527 0.85560 0.5 0.3 0.2
O 3.75617 -0.11043 0.24551 0.5 1.2 -0.3
```
Forces are in eV/Å.

Its largest force on an atom is 0.0545 hartree/bohr. Its LUMO energy is 0.15 eV. For the highest occupied orbital energy, the calculation gives -8.24 eV. As for the SMILES: C=Cc1cc[nH]c1.O.O.O.O.O.O.O.O.O. The HOMO-LUMO gap is 8.39 eV. For the molecular weight, the calculation gives 255.26 g mol⁻¹.

Atomic partial charges in e from the Mulliken method, atoms 1 to 8: -0.81 -0.79 0.17 -0.41 0.51 -0.16 -1.06 0.42


2.
Computed, not measured: a 8-piece molecular cluster, C6H26BF4O10 overall in a non-equilibrium geometry, with ωB97M-V/def2-TZVPD.

XYZ file:
```
47
Properties=species:S:1:pos:R:3:forces:R:3
B -0.74907 0.56710 0.56423 -0.8 -1.3 -1.2
F -1.70481 1.16896 -0.28503 -0.6 0.7 0.3
F 0.45326 1.12881 0.30673 1.4 1.5 0.5
F -1.15260 0.45337 1.84570 -0.3 1.1 1.7
F -0.68543 -0.75201 0.12050 0.4 -1.5 -0.7
O -1.26944 3.65680 -1.06520 0.1 0.6 -0.1
H -1.29573 2.79958 -0.64012 -0.3 -0.4 0.2
H -1.89736 3.58743 -1.78434 -0.1 0.0 -0.2
O -1.94013 3.01575 3.28339 0.0 0.4 0.2
H -1.67449 2.16556 2.93289 0.2 -0.4 -0.2
H -2.83379 2.87737 3.59714 -0.2 -0.1 0.0
O 0.83910 3.89124 1.66562 0.0 0.3 0.2
H 1.39321 3.54587 2.36557 0.1 -0.1 0.2
H 0.64000 3.13059 1.11973 0.0 -0.2 -0.2
O 1.43731 4.10899 -1.40033 0.7 0.2 -0.3
H 2.05927 3.38213 -1.43294 0.2 -0.1 0.0
H 0.60508 3.70211 -1.15934 -0.7 0.2 -0.1
C 3.35248 -2.68722 1.97241 -0.1 1.1 2.6
C 2.23562 -2.89467 2.99909 -0.5 -2.2 -1.3
O 0.95378 -3.02180 2.34719 0.4 -0.1 0.7
O 3.36807 -1.27425 1.85614 0.6 0.0 -1.2
H 3.30591 -3.25836 1.04520 -0.5 0.2 0.0
H 4.26442 -2.96725 2.49973 0.4 0.0 -0.2
H 2.27018 -2.15636 3.80023 0.0 0.3 -0.3
H 2.41081 -3.86817 3.45700 -0.3 -0.2 0.2
H 0.69931 -2.20913 1.90399 0.0 0.3 0.0
H 2.67937 -1.11615 1.20630 0.0 0.7 -0.6
C 1.31878 -0.73097 -3.09203 -0.1 1.2 1.5
C 1.65003 -1.52675 -1.80864 -1.5 0.0 -1.5
O 1.96754 -0.77591 -0.70128 1.7 0.5 0.6
O 2.43696 -0.00053 -3.49559 2.4 -0.2 -0.9
H 0.71568 0.14524 -2.85403 -1.8 -1.0 0.2
H 0.95243 -1.42789 -3.84581 -0.3 0.1 -0.1
H 2.43977 -2.20574 -2.13020 0.2 -0.1 0.7
H 0.73339 -2.04253 -1.52259 -0.1 -0.8 -0.6
H 1.18242 -0.32732 -0.37885 -0.1 0.1 -0.2
H 2.20774 0.60404 -4.20519 -0.1 -0.1 0.1
C -3.21780 -1.35468 -1.58943 0.7 1.2 -1.3
C -4.04878 -0.79199 -0.45452 1.4 -0.3 2.4
O -3.37141 -1.13313 0.81731 -1.7 -0.3 -0.5
O -2.70127 -0.27888 -2.40207 -0.5 -0.4 -1.1
H -3.76283 -2.00356 -2.27499 -0.4 0.2 -0.1
H -2.34131 -1.94035 -1.31219 -0.3 -0.1 0.9
H -5.08270 -1.13405 -0.40876 0.2 -0.5 0.1
H -4.11543 0.29517 -0.41273 0.1 0.1 -0.9
H -2.50591 -0.71814 0.83414 -0.2 -0.1 -0.2
H -2.22162 0.37166 -1.88405 0.0 -0.3 0.5
```
Forces are in eV/Å.

Its largest force on an atom is 0.0545 hartree/bohr. Its LUMO energy is 2.87 eV. For the highest occupied orbital energy, the calculation gives -7.24 eV. The HOMO-LUMO gap is 10.10 eV. The total charge is -1. For the molecular weight, the calculation gives 345.07 g mol⁻¹.

Atomic partial charges in e from the Mulliken method, atoms 1 to 8: 1.00 -0.62 -0.33 -0.38 -0.48 -0.71 0.54 0.26


3.
Computed, not measured: a 8-piece molecular cluster, C6H26BF4O11S2 overall in a non-equilibrium geometry, with ωB97M-V/def2-TZVPD.

XYZ file:
```
50
Properties=species:S:1:pos:R:3:forces:R:3
B -2.44034 1.26768 -0.51581 1.4 1.9 0.6
F -1.33115 0.59186 -1.01994 -0.2 -0.8 -0.2
F -3.60355 0.86108 -0.98541 -2.6 -1.3 -2.4
F -2.54331 1.19371 0.81394 0.6 -1.3 3.5
F -2.29497 2.66003 -0.68169 0.4 1.3 -1.3
O 2.02694 2.51784 3.83585 -0.1 -1.4 -2.2
S 1.91372 1.78935 2.55560 -2.2 0.2 1.6
O 2.73139 2.20437 1.45998 0.3 -0.4 0.1
O 2.04002 0.18149 2.87337 -1.2 2.2 -1.3
C 3.28351 -0.23793 3.27141 1.6 -2.3 0.7
C 3.23389 -1.78257 3.04897 -0.5 0.9 1.1
C 0.15898 1.64048 2.07967 0.6 1.5 0.4
H 3.39019 0.05634 4.31550 0.5 -0.2 0.1
H 4.10896 0.15526 2.67801 -0.1 0.4 -0.1
H 2.43014 -2.17083 3.67454 -0.2 0.0 -0.1
H 4.11223 -2.30964 3.42156 0.3 0.1 -0.6
H 2.93000 -1.94791 2.01532 0.6 -0.3 0.0
H -0.10053 1.10115 1.16870 0.6 -0.6 0.4
H -0.13977 2.66015 1.83656 0.1 0.2 0.2
H -0.35117 1.37903 3.00675 -0.1 -0.4 -0.4
O 1.54080 -5.22038 -1.82095 -1.5 1.9 -1.5
S 1.22933 -4.09805 -2.72651 1.1 1.5 -1.4
O 0.30458 -4.10317 -3.90779 1.9 -0.4 3.8
O 0.89598 -2.66368 -1.86167 0.5 -3.1 -0.8
C 1.67668 -2.39342 -0.64644 0.7 1.4 -1.8
C 1.20228 -1.01326 -0.25403 -0.5 -1.1 1.8
C 2.86232 -3.62458 -3.45414 -0.1 0.4 -0.3
H 2.72547 -2.23009 -0.89432 0.3 -0.7 -0.5
H 1.62298 -3.14074 0.14523 -0.5 -0.1 -0.3
H 1.11308 -0.19596 -0.96969 0.3 -0.6 -0.3
H 1.89824 -0.73861 0.53864 -0.2 0.5 0.1
H 0.24648 -1.25389 0.21143 -0.3 0.9 0.1
H 2.75552 -2.76323 -4.11351 -0.6 0.0 0.1
H 3.27502 -4.40673 -4.09134 -0.4 -0.4 0.3
H 3.64303 -3.33848 -2.74935 -0.4 -0.3 0.5
O -3.76453 0.34486 -3.79065 -0.2 0.0 -0.5
H -3.54231 0.71438 -2.93606 -0.1 0.1 0.4
H -3.03639 -0.24185 -3.99511 0.2 -0.1 0.0
O -4.34627 -1.26772 0.73228 -0.3 -0.7 0.2
H -3.83456 -0.80471 0.06896 0.0 0.2 -0.2
H -4.43516 -0.63922 1.44873 0.1 0.2 0.1
O 0.49553 2.23746 -1.71553 1.0 0.4 -0.3
H 0.03744 2.90247 -1.20159 -0.3 0.1 0.0
H -0.08586 1.47728 -1.69706 -0.3 0.0 0.0
O -3.73009 5.20121 -1.66436 -0.1 0.4 -0.1
H -4.65289 5.03241 -1.47419 -0.2 -0.1 0.0
H -3.26373 4.47105 -1.25741 0.3 -0.5 0.1
O -3.97012 3.28211 2.09629 -0.2 0.2 0.4
H -3.56385 3.08821 1.25156 0.4 -0.3 -0.3
H -4.85418 3.57541 1.87571 -0.2 0.1 0.0
```
Forces are in eV/Å.

Its largest force on an atom is 0.0834 hartree/bohr. Its LUMO energy is 2.24 eV. For the highest occupied orbital energy, the calculation gives -8.16 eV. The HOMO-LUMO gap is 10.40 eV. The total charge is -1. For the molecular weight, the calculation gives 425.20 g mol⁻¹.

Atomic partial charges in e from the Mulliken method, atoms 1 to 8: 0.68 -0.42 -0.44 -0.35 -0.40 -0.68 1.24 -0.60


4.
Computed, not measured: a 6-piece molecular cluster, C6H26N2O5 overall in a non-equilibrium geometry, with ωB97M-V/def2-TZVPD.

XYZ file:
```
39
Properties=species:S:1:pos:R:3:forces:R:3
C -1.88072 -0.11156 1.62191 0.0 0.1 -0.6
C -0.53962 -0.64178 1.10044 -0.3 -0.3 0.7
C 0.31258 0.48356 0.51134 0.5 -0.2 0.0
C 0.14562 0.66004 -0.99731 0.2 -0.2 -0.5
C 0.87812 -0.43262 -1.78671 -0.7 -0.4 1.3
N 2.31789 -0.50645 -1.48338 -1.0 1.5 -3.5
C 3.04818 0.73440 -1.61424 1.1 0.3 1.4
N 0.23454 -1.31629 2.15492 0.1 -0.3 -0.2
H -2.41212 0.41090 0.81714 -0.2 -0.2 0.1
H -1.73062 0.62166 2.40809 0.2 0.1 0.2
H -2.51004 -0.90857 2.02430 0.0 0.0 -0.1
H -0.72223 -1.42578 0.34383 -0.1 0.3 0.0
H 0.14238 1.41543 1.05393 -0.1 0.0 -0.1
H 1.35748 0.24184 0.75225 -0.2 0.2 -0.2
H -0.90833 0.65761 -1.29003 0.0 -0.2 0.0
H 0.50417 1.60262 -1.38595 0.1 0.5 0.3
H 0.49373 -1.41796 -1.52164 -0.1 -0.1 -0.3
H 0.73117 -0.28797 -2.89226 0.5 -0.2 0.6
H 2.74529 -1.25648 -2.03116 0.3 -0.5 0.8
H 4.11440 0.53278 -1.47583 -0.1 0.0 -0.3
H 2.86832 1.27222 -2.57556 -0.2 -0.7 0.4
H 2.75859 1.40771 -0.79959 -0.2 0.0 -0.2
H -0.33925 -1.92616 2.73025 0.0 0.2 -0.1
H 0.70061 -0.64837 2.76227 -0.1 0.1 0.2
H -4.61243 1.29034 -1.69347 0.0 0.3 0.0
H -3.72398 0.06592 -1.56518 0.1 0.3 -0.1
O -3.68357 1.04224 -1.65021 0.0 -0.4 0.1
H 3.14500 0.65515 3.60894 0.1 0.1 0.2
H 2.70683 -0.21413 2.40589 0.2 0.2 0.4
O 2.41377 0.49812 3.01054 -0.1 0.0 -0.3
H -1.39891 2.49801 0.17667 0.0 0.1 0.2
H -2.48940 2.46276 -0.87824 0.1 0.4 0.2
O -1.87750 3.07677 -0.42025 -0.2 -0.5 -0.4
H 1.92459 -1.88138 1.47432 -0.2 0.2 0.3
H 2.80866 -1.22210 0.40693 0.2 -0.2 0.4
O 2.84049 -1.55531 1.31525 0.2 -0.3 -0.7
H -3.57593 -2.20215 -2.28794 -0.2 0.2 0.4
H -3.05136 -1.97731 -0.85770 -0.1 -0.1 0.1
O -3.73640 -1.69774 -1.47257 0.3 -0.3 -0.4
```
Forces are in eV/Å.

Its largest force on an atom is 0.0774 hartree/bohr. As for the spin multiplicity: 2. Its LUMO energy (spin up / spin down) is -3.32 / -8.62 eV. For the highest occupied orbital energy (spin up / spin down), the calculation gives -12.93 / -12.86 eV. The HOMO-LUMO gap (spin up / spin down) is 9.61 / 4.24 eV. The total charge is +1. For the molecular weight, the calculation gives 206.28 g mol⁻¹.

Atomic partial charges in e from the Mulliken method, atoms 1 to 8: -1.50 0.74 0.09 -0.50 -0.87 -0.04 -0.68 -0.61


5.
Computed, not measured: C6H26O10Sr as an isolated structure, with ωB97M-V/def2-TZVPD.

XYZ file:
```
43
Properties=species:S:1:pos:R:3:forces:R:3
Sr 0.10092 0.29093 0.04371 0.3 -0.2 0.2
O 2.15803 -0.27123 1.67103 -0.1 -0.3 0.2
H 3.09285 -0.08782 1.81440 0.0 0.1 -0.1
H 1.95443 -1.00276 2.26619 0.0 0.0 0.0
O -0.99695 -0.27951 -2.11161 -0.2 -0.1 -0.5
H -1.59102 -1.01198 -2.31419 0.0 -0.1 0.1
H -0.85104 0.16768 -2.95221 0.0 0.0 0.0
O -0.43014 0.53031 2.60669 -0.1 0.1 0.1
H -1.27405 0.45096 3.06473 0.0 -0.1 0.0
H 0.21293 0.75812 3.28768 0.1 0.0 0.0
O 2.03936 -0.94559 -1.27200 0.1 -0.1 -0.1
H 2.55650 -1.75302 -1.18679 0.0 0.0 0.1
H 2.27659 -0.57529 -2.12954 -0.1 0.0 0.0
C 0.12586 -4.15442 -0.58602 -0.1 -0.1 -0.2
C 0.49888 -3.32475 0.62731 0.2 -0.5 -0.1
O -0.28708 -2.13734 0.60625 -0.1 0.2 0.3
O -1.30170 -4.20500 -0.61674 0.0 0.0 0.0
H 0.56527 -5.15120 -0.54547 0.0 0.0 0.1
H 0.46081 -3.67903 -1.51297 0.0 0.1 0.1
H 1.55056 -3.03655 0.63525 0.0 0.0 -0.1
H 0.29650 -3.90154 1.53469 0.0 0.1 0.0
H -1.20179 -2.45112 0.57944 0.0 0.0 -0.1
H -1.61468 -5.11096 -0.53896 0.0 0.0 0.0
C -3.29449 1.00329 0.39573 -0.2 -0.4 -0.1
C -2.46936 2.26830 0.47889 -0.7 -0.5 -0.3
O -1.45097 2.28552 -0.53302 -0.3 0.3 0.3
O -2.49880 -0.20411 0.52490 -0.1 0.7 0.2
H -3.79957 0.98737 -0.57608 0.0 -0.1 0.0
H -4.07081 1.03093 1.16400 0.1 0.0 0.1
H -2.00633 2.41084 1.45143 0.1 0.0 0.0
H -3.22952 3.03344 0.30270 0.4 0.4 0.2
H -1.89871 2.51821 -1.35378 0.3 0.0 -0.2
H -3.10701 -0.91055 0.76502 0.1 -0.1 0.0
C 2.45819 2.22464 -1.04507 -0.3 0.5 -0.4
C 1.87357 3.21392 -0.06263 0.3 -0.3 0.0
O 1.21177 2.42795 0.95489 0.1 0.6 -0.2
O 1.43429 1.71933 -1.95110 0.4 -0.1 0.5
H 2.88006 1.38996 -0.48358 0.0 -0.1 -0.2
H 3.24436 2.68957 -1.63771 0.1 0.0 0.1
H 1.16956 3.88725 -0.55163 0.0 0.0 0.0
H 2.69739 3.78580 0.37035 -0.1 0.0 0.1
H 0.89632 3.03159 1.63591 -0.1 -0.1 0.0
H 1.61901 2.08786 -2.82008 -0.2 0.0 0.0
```
Forces are in eV/Å.

Its largest force on an atom is 0.0179 hartree/bohr. Its LUMO energy is -5.26 eV. For the highest occupied orbital energy, the calculation gives -16.10 eV. The HOMO-LUMO gap is 10.84 eV. The total charge is +2. For the molecular weight, the calculation gives 345.88 g mol⁻¹.

Atomic partial charges in e from the Mulliken method, atoms 1 to 8: 1.26 -0.37 0.24 0.26 -0.37 0.22 0.21 -0.41


6.
Computed, not measured: a 7-piece molecular cluster, C6H27N2O6 overall in a non-equilibrium geometry, with ωB97M-V/def2-TZVPD.

XYZ file:
```
41
Properties=species:S:1:pos:R:3:forces:R:3
C -0.11812 -0.93080 -2.86599 0.3 1.4 -0.1
C -0.68271 -0.30759 -1.60250 -2.2 -0.8 0.1
C 0.23547 -0.08944 -0.41528 1.3 0.0 -0.6
C 0.24203 1.30742 0.13604 -0.4 2.0 0.5
C 0.15975 2.38625 -0.65080 0.0 -0.3 -1.4
C 0.16431 0.41641 2.46682 0.0 0.2 -0.5
N 0.34181 1.53050 1.52759 0.1 -1.5 0.3
N -1.83220 -1.26848 -1.10981 1.3 1.0 -1.0
H 0.40023 -0.14180 -3.42621 0.5 -0.2 0.4
H 0.56557 -1.74881 -2.64616 -0.2 -0.2 -0.3
H -0.91759 -1.12250 -3.57495 -0.2 -0.8 0.1
H -1.28561 0.57336 -1.82805 0.5 0.2 -0.1
H 0.15689 -0.78812 0.40198 -0.7 -0.3 -0.2
H 1.18825 -0.41112 -0.85172 0.4 0.7 0.4
H 0.14168 3.43675 -0.39372 0.1 -0.2 0.6
H 0.22223 2.25343 -1.72862 -0.2 -0.1 0.1
H -0.81960 -0.06363 2.37884 0.0 0.0 0.2
H 0.29646 0.81810 3.46958 0.0 -0.2 0.0
H 0.90701 -0.35483 2.26336 0.1 0.1 0.3
H -3.89128 1.44142 -0.20494 0.3 0.1 -0.3
H -2.52140 -1.39671 -1.84712 -0.1 0.1 0.1
H -2.25564 -0.70954 -0.36053 -0.4 -0.9 0.4
H -1.37701 -2.15907 -0.92437 -0.4 -0.1 1.0
H 4.76978 -0.73693 -1.70574 0.0 0.2 -0.2
H 3.35841 -0.06607 -1.58503 0.2 0.8 -0.2
O 3.89816 -0.80527 -1.31434 -0.2 -0.9 0.5
H -0.07616 2.37128 1.88865 0.1 0.3 -0.5
H -4.39041 0.17455 0.35010 -0.1 -0.4 0.3
O -3.82045 0.49063 -0.35591 -0.1 0.2 -0.1
H -0.83835 -2.75735 2.13895 0.1 -0.1 0.1
H 0.39923 -2.66861 1.17933 -0.2 0.0 0.2
O -0.57139 -2.69028 1.21953 -0.1 -0.1 -0.3
H 4.09447 2.05083 -0.51512 0.3 0.0 0.5
H 2.62338 1.93522 0.03478 0.1 0.1 0.4
O 3.17024 2.01136 -0.74669 -0.3 -0.2 -1.0
H -2.59488 1.30555 2.31681 0.0 0.0 -0.1
H -3.79437 1.19540 3.23542 -0.1 -0.1 0.0
O -3.43724 0.84755 2.40981 0.0 0.2 0.2
H 2.60824 -2.77410 1.03063 -0.2 -0.1 0.1
H 2.83541 -1.53473 0.25282 -0.3 0.2 -0.3
O 2.10464 -2.03445 0.66184 0.9 -0.4 0.3
```
Forces are in eV/Å.

Its largest force on an atom is 0.0467 hartree/bohr. Its LUMO energy is -2.42 eV. For the highest occupied orbital energy, the calculation gives -11.03 eV. The HOMO-LUMO gap is 8.61 eV. The total charge is +1. For the molecular weight, the calculation gives 223.29 g mol⁻¹.

Atomic partial charges in e from the Mulliken method, atoms 1 to 8: -1.51 -0.34 1.30 -0.10 -0.75 -0.83 -0.26 -0.12